{"formula": "C5H11F", "method": "ωB97M-V/def2-TZVPD", "elements": ["C", "C", "C", "C", "C", "F", "H", "H", "H", "H", "H", "H", "H", "H", "H", "H", "H"], "coordinates": [[-0.57, -1.22, 2.37], [-0.06, -0.14, 1.49], [-0.52, -0.27, 0.05], [0.07, 0.76, -0.88], [1.55, 0.54, -1.02], [-0.55, 0.44, -2.12], [-0.15, -2.20, 2.18], [-0.28, -0.94, 3.42], [-1.65, -1.40, 2.28], [-0.43, 0.78, 1.89], [1.00, 0.00, 1.53], [-0.24, -1.26, -0.32], [-1.64, -0.18, -0.04], [-0.22, 1.80, -0.72], [1.81, -0.53, -1.25], [1.94, 1.18, -1.85], [2.02, 0.84, -0.07]], "multiplicity": 1, "smiles": "CCC[C@@H](C)F", "lumo_energy_ev": 1.15, "orbital_gap_ha": 0.45066}

---

{"formula": "C31H41N5O6S2", "method": "ωB97M-V/def2-TZVPD", "elements": ["C", "C", "O", "S", "C", "O", "O", "H", "H", "H", "H", "H", "H", "H", "H", "C", "C", "O", "S", "C", "O", "O", "H", "H", "H", "H", "H", "H", "H", "H", "C", "C", "C", "N", "C", "C", "H", "H", "H", "H", "H", "C", "C", "C", "N", "C", "C", "H", "H", "H", "H", "H", "C", "C", "C", "N", "C", "C", "H", "H", "H", "H", "H", "C", "C", "C", "N", "C", "C", "H", "H", "H", "H", "H", "C", "C", "C", "N", "C", "C", "H", "H", "H", "H", "H"], "coordinates": [[4.90, 1.27, -6.81], [4.73, 0.60, -5.49], [3.48, 1.33, -4.98], [2.91, 0.78, -3.56], [3.56, 1.96, -2.36], [1.51, 0.91, -3.65], [3.49, -0.52, -3.25], [5.82, 0.89, -7.27], [4.89, 2.33, -6.69], [4.07, 0.92, -7.42], [4.43, -0.43, -5.59], [5.51, 0.79, -4.79], [4.65, 1.84, -2.49], [3.39, 1.53, -1.37], [3.27, 3.01, -2.34], [3.59, -3.61, -0.46], [2.09, -3.52, -0.16], [1.54, -4.23, -1.32], [-0.01, -4.43, -1.46], [-0.16, -6.00, -0.63], [-0.63, -3.40, -0.69], [-0.37, -4.59, -2.83], [4.25, -3.52, 0.39], [3.79, -2.83, -1.24], [3.78, -4.55, -0.97], [1.78, -3.98, 0.77], [1.79, -2.48, -0.14], [0.32, -6.70, -1.27], [-1.21, -6.20, -0.52], [0.39, -5.88, 0.29], [-0.84, 6.54, 0.97], [-0.85, 5.27, 0.43], [-2.04, 4.57, 0.49], [-3.16, 5.02, 1.06], [-3.13, 6.24, 1.61], [-1.97, 7.01, 1.58], [0.09, 7.16, 0.94], [0.00, 4.77, -0.05], [-2.15, 3.58, 0.03], [-4.06, 6.56, 1.94], [-2.08, 8.00, 1.95], [-0.85, 2.78, 5.66], [0.26, 1.94, 5.60], [1.27, 2.22, 4.69], [1.27, 3.25, 3.88], [0.22, 4.05, 3.99], [-0.88, 3.84, 4.78], [-1.69, 2.56, 6.32], [0.21, 1.10, 6.25], [2.05, 1.50, 4.66], [0.09, 4.92, 3.28], [-1.79, 4.41, 4.72], [-1.22, 0.70, 0.67], [-0.16, 1.37, 1.24], [1.09, 1.03, 0.74], [1.30, 0.26, -0.34], [0.22, -0.30, -0.89], [-1.07, -0.16, -0.41], [-2.22, 0.77, 1.12], [-0.24, 2.08, 2.09], [1.97, 1.42, 1.23], [0.43, -0.87, -1.81], [-1.90, -0.63, -0.87], [-2.17, -1.60, 4.76], [-0.98, -1.14, 4.19], [0.15, -2.02, 4.29], [0.16, -3.17, 4.99], [-1.04, -3.55, 5.46], [-2.21, -2.83, 5.39], [-3.10, -1.05, 4.58], [-0.86, -0.16, 3.75], [1.01, -1.69, 3.71], [-0.99, -4.46, 6.07], [-3.20, -3.09, 5.78], [-3.91, -3.30, -4.75], [-5.07, -2.59, -4.80], [-5.38, -1.86, -3.69], [-4.66, -1.77, -2.59], [-3.52, -2.46, -2.62], [-3.13, -3.31, -3.62], [-3.68, -3.96, -5.51], [-5.75, -2.66, -5.67], [-6.34, -1.36, -3.63], [-2.83, -2.35, -1.78], [-2.22, -3.86, -3.57]], "multiplicity": 1, "smiles": "CCOS(C)(=O)=O.CCOS(C)(=O)=O.c1ccncc1.c1ccncc1.c1ccncc1.c1ccncc1.c1ccncc1", "lumo_energy_ev": 0.55, "orbital_gap_ha": 0.35808}

---

{"formula": "C3H7NO2", "method": "ωB97M-V/def2-TZVPD", "elements": ["C", "C", "C", "N", "O", "O", "H", "H", "H", "H", "H", "H", "H"], "coordinates": [[1.36, -0.78, -0.43], [0.68, 0.47, -0.47], [-0.72, 0.56, 0.86], [-1.82, -0.09, 0.18], [-2.05, -1.21, 0.66], [-2.39, 0.48, -0.76], [0.62, -1.55, -0.23], [1.98, -0.97, -1.33], [2.19, -0.72, 0.27], [0.09, 0.61, -1.34], [1.41, 1.33, -0.19], [-0.46, 0.23, 1.88], [-0.88, 1.63, 0.90]], "multiplicity": 1, "lumo_energy_ev": 0.04, "orbital_gap_ha": 0.39668}

---

{"formula": "C5H7O4Ru", "method": "ωB97M-V/def2-TZVPD", "elements": ["O", "C", "C", "O", "C", "C", "Ru", "H", "H", "H", "H", "H", "H", "H", "O", "C", "O"], "coordinates": [[0.78, -0.21, -0.27], [1.53, 0.96, -0.23], [2.54, 0.92, 0.91], [1.82, 0.49, 2.08], [2.51, 0.54, 3.26], [1.90, 0.48, 4.44], [0.43, -1.04, 1.43], [0.87, 1.84, -0.09], [2.09, 1.13, -1.16], [2.97, 1.91, 1.09], [3.34, 0.20, 0.70], [3.60, 0.62, 3.16], [0.82, 0.41, 4.53], [2.50, 0.50, 5.35], [-2.10, -0.85, -0.48], [-1.71, -0.21, -1.38], [-1.70, 0.50, -2.31]], "multiplicity": 7, "lumo_energy_ev": [-3.60, -7.53], "orbital_gap_ha": [0.30737, 0.24717], "s_squared": 12.010, "total_charge": 1}

---

{"formula": "C4H12", "method": "ωB97M-V/def2-TZVPD", "elements": ["C", "C", "H", "H", "H", "H", "H", "H", "C", "C", "H", "H", "H", "H", "H", "H"], "coordinates": [[-0.92, -1.57, 2.13], [0.06, -0.61, 1.62], [-1.46, -2.16, 1.39], [-0.43, -2.17, 2.94], [-1.68, -1.12, 2.81], [-0.29, -0.14, 0.62], [0.97, -1.04, 1.18], [0.31, 0.16, 2.34], [0.71, 0.51, -1.52], [0.08, 1.64, -2.28], [0.87, 0.74, -0.43], [0.14, -0.42, -1.52], [1.75, 0.32, -1.82], [0.36, 1.60, -3.34], [0.52, 2.58, -1.94], [-1.00, 1.69, -2.16]], "multiplicity": 2, "lumo_energy_ev": [-3.01, -11.02], "orbital_gap_ha": [0.49007, 0.16513], "s_squared": 0.754, "total_charge": 1}

---

{"formula": "C15H19N3O6", "method": "ωB97M-V/def2-TZVPD", "elements": ["N", "C", "C", "C", "C", "N", "C", "C", "C", "C", "C", "C", "C", "O", "O", "H", "H", "H", "H", "H", "H", "H", "H", "H", "H", "H", "H", "N", "C", "C", "C", "O", "O", "C", "O", "O", "H", "H", "H", "H", "H", "H", "H"], "coordinates": [[-1.67, 2.12, -0.92], [-2.51, 1.18, -0.21], [-3.30, 0.35, -1.17], [-4.12, -0.78, -0.68], [-5.40, -0.60, -0.24], [-5.79, -1.63, 0.59], [-4.72, -2.53, 0.70], [-4.72, -3.81, 1.27], [-3.52, -4.49, 1.07], [-2.44, -4.01, 0.31], [-2.41, -2.70, -0.18], [-3.63, -2.00, -0.03], [-1.64, 0.21, 0.63], [-0.62, -0.24, 0.15], [-1.89, 0.16, 1.96], [-0.91, 1.59, -1.30], [-1.26, 2.76, -0.28], [-3.18, 1.68, 0.48], [-3.98, 1.10, -1.75], [-2.56, -0.04, -1.85], [-5.99, 0.20, -0.54], [-6.75, -1.78, 0.94], [-5.60, -4.27, 1.65], [-3.35, -5.53, 1.46], [-1.58, -4.66, 0.16], [-1.65, -2.39, -0.81], [-1.12, -0.28, 2.36], [6.36, 0.72, -1.97], [5.74, 0.93, -0.63], [6.13, 2.38, -0.21], [4.93, 2.97, 0.63], [4.20, 2.26, 1.30], [5.04, 4.33, 0.78], [4.15, 0.96, -0.82], [3.57, 1.76, -1.52], [3.62, -0.27, -0.46], [6.15, -0.15, -2.27], [5.92, 1.31, -2.60], [6.08, 0.17, 0.00], [6.98, 2.40, 0.41], [6.36, 2.87, -1.06], [4.69, 4.54, 1.66], [2.77, -0.33, -0.84]], "multiplicity": 1, "smiles": "N[C@@H](Cc1c[nH]c2ccccc12)C(=O)O.N[C@@H](CC(=O)O)C(=O)O", "lumo_energy_ev": 0.61, "orbital_gap_ha": 0.31301}

---

| no. | maximum force (eV/A) | E (eV) |
| --- | --- | --- |
| 1 | 1.9 | -8080.8247 |
| 2 | 3.2 | -74214.6783 |
| 3 | 5.3 | -8805.1227 |
| 4 | 3.3 | -16056.8857 |
| 5 | 1.3 | -4330.9690 |
| 6 | 4.5 | -32618.5170 |